(1)
The following is a DFT calculation (ωB97M-V/def2-TZVPD) of C35H32Co2N2O6P as an isolated structure.

XYZ file:
```
78
Properties=species:S:1:pos:R:3:mulliken_charge:R:1
C 1.73 6.20 -3.87 -1.534
C 0.99 5.20 -3.03 0.857
C -0.36 4.94 -3.29 -1.126
C -1.07 4.00 -2.54 1.844
C -2.52 3.78 -2.84 -2.080
C -0.44 3.31 -1.50 -0.489
N -1.19 2.30 -0.82 0.194
P -2.51 1.47 -1.74 -0.846
H 0.35 -1.03 -0.21 -0.063
N -2.69 0.64 -0.13 0.436
C -3.72 -0.34 0.03 -0.274
C -3.60 -1.42 0.92 1.051
C -2.39 -1.62 1.77 -0.850
C -4.66 -2.34 1.00 -1.175
C -5.81 -2.21 0.20 0.770
C -6.92 -3.21 0.31 -1.489
C -5.88 -1.13 -0.68 -1.200
C -4.85 -0.21 -0.78 1.502
C -4.99 0.96 -1.71 -1.690
C -2.43 1.53 0.93 -0.467
C -1.56 2.51 0.52 -0.662
C 0.92 3.56 -1.22 1.043
C 1.65 2.82 -0.14 -0.677
C 1.62 4.50 -2.00 -1.392
H 2.77 6.27 -3.56 0.342
H 1.70 5.93 -4.93 0.321
H 1.28 7.20 -3.78 0.314
H -0.87 5.49 -4.09 0.345
H -3.13 3.58 -1.92 0.494
H -2.94 4.67 -3.30 0.462
H -2.68 2.94 -3.55 0.346
H -2.45 -2.61 2.26 0.329
H -1.46 -1.61 1.20 -0.157
H -2.31 -0.87 2.56 0.322
H -4.59 -3.18 1.70 0.361
H -7.74 -2.93 -0.36 0.343
H -6.59 -4.22 0.03 0.306
H -7.31 -3.28 1.33 0.321
H -6.78 -1.01 -1.30 0.220
H -6.00 0.98 -2.11 0.381
H -4.80 1.92 -1.21 0.402
H -4.31 0.88 -2.60 0.297
H -2.89 1.41 1.91 0.429
H -1.17 3.35 1.10 0.458
H 2.66 3.23 -0.04 0.338
H 1.15 2.92 0.83 0.321
H 1.76 1.75 -0.35 -0.093
H 2.67 4.69 -1.78 0.238
O 2.35 -5.59 0.66 -0.371
C 2.29 -4.73 1.42 0.041
Co 2.26 -3.40 2.53 0.247
C 0.63 -3.63 3.12 0.262
O -0.42 -3.89 3.50 -0.395
C 3.32 -4.05 3.74 0.079
O 3.99 -4.61 4.52 -0.419
C 3.15 -2.11 1.27 0.717
C 4.29 -2.49 0.50 0.566
C 5.34 -3.12 1.17 -0.188
C 6.38 -3.70 0.48 -0.760
C 6.44 -3.58 -0.93 -0.430
C 5.45 -2.84 -1.60 -0.697
C 4.40 -2.27 -0.89 -0.450
C 2.14 -1.21 1.08 1.411
C 1.24 -0.62 0.18 -0.909
Co 2.77 -0.93 2.66 -0.087
C 4.00 -1.36 3.76 0.480
O 4.85 -1.50 4.55 -0.407
C 1.31 -1.07 3.69 0.007
O 0.45 -0.91 4.44 -0.330
C 3.10 0.81 2.61 -0.040
O 3.35 1.94 2.63 -0.359
H 5.30 -3.18 2.26 0.279
H 7.15 -4.24 1.02 0.386
H 7.27 -4.07 -1.48 0.339
H 5.52 -2.74 -2.68 0.393
H 3.65 -1.69 -1.42 0.316
H 0.86 0.26 0.79 0.170
H 1.53 -1.20 -0.81 0.026
```

## Properties
Frontier orbital gap = 0.090 Eh
Charge = -1

=====

(2)
The following is a DFT calculation (ωB97M-V/def2-TZVPD) of C35H33AsN4OSTi as an isolated structure.

XYZ file:
```
76
Properties=species:S:1:pos:R:3:mulliken_charge:R:1
Ti -0.03 -0.61 0.47 0.474
S 0.86 -0.39 2.66 -0.613
C 2.48 -1.06 3.02 0.844
C 2.96 -0.96 4.33 -0.684
C 4.25 -1.31 4.63 -0.612
C 5.08 -1.77 3.65 -0.539
C 4.61 -1.92 2.35 -0.014
C 3.31 -1.54 2.04 -0.586
As 2.38 -1.68 0.27 1.608
C 2.48 -3.59 0.01 0.286
C 2.73 -4.58 0.96 -0.616
C 2.52 -5.89 0.55 -0.599
C 2.07 -6.26 -0.70 -0.699
C 1.80 -5.26 -1.59 -0.763
C 2.04 -3.95 -1.26 -0.719
C 3.65 -0.98 -0.91 0.245
C 4.68 -1.69 -1.45 -0.301
C 5.65 -0.97 -2.20 -0.663
C 5.54 0.39 -2.37 -0.507
C 4.50 1.10 -1.83 -0.755
C 3.51 0.40 -1.14 -0.261
H 2.27 -0.72 5.11 0.440
H 4.62 -1.25 5.65 0.364
H 6.12 -2.16 3.83 0.321
H 5.27 -2.30 1.51 0.273
H 2.99 -4.22 1.91 0.617
H 2.77 -6.67 1.26 0.375
H 1.84 -7.28 -0.91 0.433
H 1.41 -5.45 -2.57 0.462
H 1.92 -3.23 -1.96 0.771
H 4.84 -2.76 -1.41 0.486
H 6.55 -1.51 -2.53 0.364
H 6.33 0.99 -2.79 0.383
H 4.47 2.19 -1.90 0.406
H 2.68 0.96 -0.70 0.298
C -2.59 -4.35 1.24 -1.367
C -1.73 -3.27 0.96 0.684
N -0.90 -2.45 0.83 -0.109
H -2.23 -5.03 1.82 0.372
H -2.82 -4.81 0.26 0.316
H -3.57 -4.13 1.57 0.366
N -4.97 4.40 -0.52 0.006
C -5.90 5.40 -0.35 0.536
C -6.79 6.04 -1.18 -0.935
C -7.55 7.00 -0.61 -0.454
C -7.36 7.40 0.76 -0.484
C -6.42 6.82 1.57 -0.690
C -5.64 5.81 0.97 0.617
N -4.73 4.97 1.62 -0.639
C -4.35 4.17 0.68 0.162
C -3.34 3.04 0.79 1.004
C -2.71 2.70 2.00 -0.702
C -1.81 1.63 2.17 -0.242
N -1.66 0.79 1.14 -0.155
C -2.27 1.04 -0.08 -0.201
C -3.08 2.16 -0.27 -0.953
H -4.73 3.95 -1.43 0.206
H -6.93 5.71 -2.19 0.390
H -8.29 7.53 -1.16 0.430
H -7.87 8.28 1.11 0.372
H -6.18 7.03 2.59 0.438
H -2.79 3.33 2.87 0.429
H -1.19 1.47 3.06 0.455
H -1.99 0.40 -0.98 0.531
H -3.45 2.33 -1.29 0.182
C 0.54 0.95 -2.92 -1.980
C 0.66 -0.52 -2.52 1.922
C 0.16 -1.42 -3.72 -1.493
O 0.02 -0.82 -1.27 -0.317
H 1.15 1.17 -3.83 0.328
H 0.83 1.63 -2.15 0.421
H -0.45 1.16 -3.11 0.584
H 1.71 -0.67 -2.31 -0.610
H -0.62 -0.94 -4.34 0.385
H -0.23 -2.38 -3.29 0.327
H 0.95 -1.59 -4.49 0.344
```

## Properties
Frontier orbital gap (spin up / spin down) = 0.268 / 0.271 Eh
Charge = +1
2S+1 = 2

=====

(3)
The following is a DFT calculation (ωB97M-V/def2-TZVPD) of C35H33BCrO5S as an isolated structure.

XYZ file:
```
76
Properties=species:S:1:pos:R:3:mulliken_charge:R:1
C 5.61 0.06 1.00 -1.272
C 4.38 0.81 0.77 0.687
C 3.87 1.15 -0.51 -0.666
C 2.73 1.94 -0.42 -0.578
C 2.02 1.89 0.92 1.786
B -0.60 -2.27 -0.02 0.896
C 1.13 3.01 1.38 0.400
C 0.81 3.12 2.72 -0.225
C -0.32 3.84 3.09 -0.898
C -1.07 4.48 2.12 -0.644
C -0.69 4.47 0.80 -1.188
C 0.45 3.75 0.41 -0.477
O -0.36 -2.33 -1.35 -0.104
C 0.15 -3.71 -1.45 0.731
C -1.10 -4.62 -1.62 -1.709
C 1.00 -3.85 -2.68 -1.731
C 0.87 -3.94 -0.05 1.699
C 0.71 -5.30 0.58 -1.700
C 2.35 -3.58 -0.08 -1.922
O 0.16 -2.97 0.79 -0.517
S 3.47 1.50 2.03 0.077
H 6.02 -0.34 0.06 0.379
H 6.39 0.75 1.38 0.366
H 5.50 -0.77 1.71 0.352
H 4.38 0.78 -1.41 0.472
H 2.21 2.29 -1.34 0.500
H 1.43 2.61 3.47 0.382
H -0.60 3.88 4.14 0.485
H -1.94 5.06 2.40 0.501
H -1.22 5.02 0.04 0.684
H 0.73 3.63 -0.64 1.074
H -0.79 -5.68 -1.64 0.431
H -1.84 -4.51 -0.82 0.270
H -1.61 -4.41 -2.59 0.470
H 1.56 -4.78 -2.76 0.370
H 0.35 -3.82 -3.56 0.460
H 1.73 -3.02 -2.74 0.351
H 1.14 -6.07 -0.08 0.396
H 1.28 -5.36 1.52 0.461
H -0.34 -5.57 0.75 0.393
H 2.98 -4.44 -0.40 0.423
H 2.54 -2.74 -0.73 0.339
H 2.69 -3.37 0.94 0.519
O -3.82 -1.18 -1.05 -0.367
C -3.54 -0.15 -1.54 0.530
Cr -3.21 1.63 -2.00 -0.383
C -3.14 1.92 -0.14 0.540
O -3.23 2.08 1.02 -0.302
C -5.07 1.95 -1.69 0.492
O -6.15 2.07 -1.29 -0.236
C -3.17 2.56 -3.99 -0.613
C -2.64 1.27 -4.12 -0.892
C -1.64 0.85 -3.24 -0.144
C -1.12 1.73 -2.29 0.491
C -0.28 1.21 -1.22 0.201
C 0.30 0.68 -0.29 -0.709
C 1.18 0.57 0.86 -0.393
C 0.28 -0.05 1.99 1.454
C 0.80 -0.32 3.27 -1.308
C 0.00 -0.11 4.41 -0.668
C -1.36 0.14 4.25 -0.840
C -1.92 -0.03 2.99 -1.017
C -1.11 -0.32 1.85 -0.085
C -1.67 3.04 -2.18 0.705
C -2.70 3.46 -3.02 -1.061
H -4.00 2.86 -4.65 0.523
H -3.01 0.59 -4.88 0.566
H -1.23 -0.17 -3.28 0.634
H 1.96 -0.17 0.73 0.711
H 1.86 -0.56 3.35 0.539
H 0.45 -0.10 5.42 0.468
H -1.96 0.40 5.11 0.517
H -3.00 0.05 2.91 0.542
H -1.61 -0.65 0.90 0.087
H -1.30 3.69 -1.40 -0.282
H -3.14 4.45 -2.90 0.573
```

## Properties
Frontier orbital gap (spin up / spin down) = 0.203 / 0.163 Eh
Charge = +3
2S+1 = 4

=====

(4)
The following is a DFT calculation (ωB97M-V/def2-TZVPD) of C35H33Cl2N2O5SSiTa as an isolated structure.

XYZ file:
```
80
Properties=species:S:1:pos:R:3:mulliken_charge:R:1
Ta -0.46 0.42 0.33 1.558
Cl 0.86 -2.38 7.07 -0.161
C 0.38 -1.93 5.48 0.097
C -0.17 -2.90 4.63 -0.430
C -0.57 -2.58 3.35 0.596
Cl -1.24 -3.77 2.31 -0.083
C -0.40 -1.27 2.88 -0.506
O -0.78 -0.95 1.65 -0.644
C 0.15 -0.30 3.74 0.887
C 0.35 1.02 3.28 -0.286
O 0.16 1.43 2.10 -0.722
C 0.54 -0.64 5.05 -1.133
H -0.29 -3.91 4.99 0.512
H 0.70 1.77 4.00 0.449
H 0.96 0.12 5.70 0.531
C 0.23 8.58 0.31 -1.458
C 0.03 7.15 -0.05 0.806
C 0.19 6.14 0.91 -0.976
C 0.04 4.81 0.59 -0.392
C -0.29 4.49 -0.73 0.131
C -0.46 5.46 -1.71 -0.529
C -0.30 6.78 -1.36 -0.873
S -0.50 2.84 -1.17 1.738
O 0.64 2.03 -0.57 -0.598
O -0.75 2.68 -2.56 -0.638
N -1.60 2.12 -0.20 0.034
C -2.79 1.46 -0.51 0.349
C -3.95 1.84 -1.14 -0.995
C -4.97 0.89 -1.17 -0.288
C -4.80 -0.36 -0.57 -1.000
C -3.60 -0.67 0.02 -0.016
N -2.62 0.24 0.03 0.199
H -0.03 8.77 1.35 0.391
H -0.36 9.24 -0.32 0.395
H 1.28 8.85 0.17 0.315
H 0.45 6.42 1.93 0.425
H 0.17 4.04 1.33 0.393
H -0.71 5.17 -2.73 0.549
H -0.43 7.55 -2.11 0.424
H -4.06 2.82 -1.59 0.552
H -5.91 1.13 -1.65 0.465
H -5.61 -1.09 -0.58 0.477
H -3.39 -1.62 0.49 0.630
C 0.72 -1.73 -4.11 -1.705
C 1.76 -1.75 -2.98 1.841
C 2.56 -0.44 -3.00 -1.757
C 2.71 -2.94 -3.17 -1.722
Si 0.86 -1.98 -1.37 -0.330
O -0.19 -0.62 -1.14 0.525
C -0.21 -3.48 -1.24 0.848
C 0.32 -4.75 -1.01 -0.440
C -0.50 -5.86 -0.89 -0.914
C -1.87 -5.72 -1.02 -0.636
C -2.42 -4.47 -1.28 -0.771
C -1.60 -3.36 -1.39 -0.206
C 1.88 -1.69 0.19 0.969
C 2.29 -0.37 0.46 0.408
C 2.99 -0.05 1.63 -1.016
C 3.29 -1.04 2.54 -1.040
C 2.88 -2.35 2.30 -0.706
C 2.18 -2.67 1.15 -0.754
H 1.22 -1.64 -5.07 0.542
H 0.03 -0.89 -4.01 0.249
H 0.13 -2.65 -4.13 0.364
H 3.03 -0.32 -3.98 0.581
H 3.36 -0.44 -2.25 0.342
H 1.92 0.43 -2.83 0.204
H 3.25 -2.83 -4.11 0.489
H 2.17 -3.89 -3.21 0.378
H 3.46 -3.01 -2.37 0.344
H 1.40 -4.88 -0.93 0.432
H -0.07 -6.83 -0.72 0.464
H -2.52 -6.58 -0.93 0.434
H -3.49 -4.37 -1.40 0.454
H -2.04 -2.39 -1.61 0.494
H 2.21 0.39 -0.32 0.522
H 3.33 0.97 1.79 0.607
H 3.86 -0.81 3.43 0.453
H 3.13 -3.13 3.01 0.548
H 1.85 -3.69 0.99 0.329
```

## Properties
Frontier orbital gap = 0.260 Eh
Charge = +2